Density functional theory data (ωB97M-V/def2-TZVPD) for C3N2S in the gas phase.

maximum force = 0.2806 Eh/bohr
total energy = -621.87826 Eh
E_HOMO = -0.392 Eh
frontier orbital gap = 7.31 eV
ΔE to the lowest compared entry with this formula, charge and spin = 1.995 eV

Structure (ORCA input):
```
! RIJCOSX wB97M-V def2-TZVPD def2/J DEFGRID3
* xyz 0 1
C 0.562 -0.109 0.053
C -0.035 1.109 0.077
C -0.454 -1.040 0.136
N -0.893 2.056 -0.091
N -1.415 -1.793 -0.122
S 2.235 -0.223 -0.052
*
```

---

Density functional theory data (ωB97M-V/def2-TZVPD) for C7H13NO5 in the gas phase.

maximum force = 0.0888 Eh/bohr
total energy = -705.43726 Eh
E_HOMO = -0.367 Eh
frontier orbital gap = 10.56 eV
ΔE to the lowest compared entry with this formula, charge and spin = 0.000 eV

Structure (ORCA input):
```
! RIJCOSX wB97M-V def2-TZVPD def2/J DEFGRID3
* xyz 0 1
C 0.527 1.473 1.696
C -0.768 -0.336 -1.204
C 0.599 -1.022 -1.072
C -0.859 0.876 -0.298
C 1.162 -0.592 0.256
C -0.892 2.211 -1.074
C 0.741 -1.502 1.460
N 0.336 0.782 0.567
O 1.351 1.339 2.565
O -1.979 0.683 0.536
O 2.447 -0.264 0.218
O 0.101 2.143 -2.177
O -0.520 -2.057 1.259
H -0.311 2.272 1.679
H -1.007 0.004 -2.177
H -1.574 -0.905 -0.799
H 0.373 -2.083 -1.157
H 1.341 -0.659 -1.731
H -0.798 3.183 -0.617
H -1.820 2.219 -1.541
H 0.820 -0.917 2.421
H 1.671 -2.292 1.622
H -1.835 1.234 1.309
H 2.819 0.042 1.013
H 0.902 2.176 -1.675
H -1.049 -1.384 1.700
*
```

---

Density functional theory data (ωB97M-V/def2-TZVPD) for a molecular structure, C49H51GeN7O2S2V.

maximum force = 0.0407 Eh/bohr
total energy = -6248.89229 Eh
E_HOMO (spin up / spin down) = -0.249 / -0.255 Eh
frontier orbital gap (spin up / spin down) = 6.85 / 5.71 eV

Structure (ORCA input):
```
! RIJCOSX wB97M-V def2-TZVPD def2/J DEFGRID3
* xyz 0 4
V 0.355 0.481 -2.130
C 3.117 4.096 -1.736
C 2.615 3.718 -3.134
N 1.172 3.563 -3.146
C 0.374 4.760 -2.977
C 0.005 5.079 -1.523
S -0.443 3.604 -0.540
C 0.652 3.841 0.897
C 2.158 3.880 0.536
N 2.391 3.325 -0.766
H 2.921 5.160 -1.560
H 4.212 3.952 -1.696
H 3.045 2.754 -3.416
H 2.958 4.478 -3.859
H 0.918 3.129 -4.025
H -0.558 4.606 -3.529
H 0.872 5.652 -3.400
H -0.849 5.759 -1.513
H 0.827 5.548 -0.996
H 0.424 2.987 1.532
H 0.339 4.753 1.409
H 2.708 3.347 1.326
H 2.496 4.923 0.558
H 2.657 2.345 -0.759
C -5.043 1.715 -3.433
C -4.177 2.652 -2.897
C -2.814 2.438 -2.911
C -2.296 1.274 -3.480
C -3.174 0.329 -4.012
C -4.538 0.546 -3.979
N -0.911 1.076 -3.566
C -0.352 1.365 -4.742
C -0.967 1.901 -5.896
C -0.204 2.170 -7.006
C 1.175 1.915 -7.034
C 1.806 1.370 -5.940
C 1.050 1.095 -4.793
N 1.474 0.549 -3.637
N 2.703 0.102 -3.554
C 2.793 -0.800 -2.573
C 4.001 -1.455 -2.277
C 3.986 -2.495 -1.387
C 2.767 -2.879 -0.820
C 1.627 -2.160 -1.118
N 1.627 -1.123 -1.948
H -6.106 1.897 -3.423
H -4.564 3.561 -2.463
H -2.137 3.158 -2.470
H -2.762 -0.577 -4.437
H -5.209 -0.197 -4.386
H -2.032 2.089 -5.897
H -0.675 2.592 -7.883
H 1.741 2.148 -7.923
H 2.863 1.146 -5.936
H 4.896 -1.105 -2.765
H 4.899 -3.010 -1.127
H 2.710 -3.716 -0.143
H 0.677 -2.422 -0.667
S -2.652 0.207 -0.771
C -3.229 0.053 0.774
N -2.651 0.762 1.801
C -3.104 0.728 3.073
C -4.172 -0.043 3.408
C -4.812 -0.802 2.395
C -4.344 -0.760 1.120
H -1.862 1.340 1.529
H -2.583 1.342 3.791
H -4.530 -0.075 4.422
H -5.676 -1.399 2.648
H -4.805 -1.321 0.321
O 2.515 0.542 0.059
C 1.355 0.514 0.468
O 0.343 0.642 -0.283
C 1.105 0.331 1.975
C 1.877 -0.878 2.519
Ge 0.700 -2.337 3.227
C 1.797 -3.774 4.039
C 2.741 -4.417 3.246
C 3.441 -5.512 3.715
C 3.212 -5.977 5.000
C 2.304 -5.322 5.815
C 1.600 -4.231 5.335
C -0.546 -1.580 4.572
C -1.633 -2.342 4.984
C -2.503 -1.874 5.952
C -2.303 -0.625 6.516
C -1.230 0.150 6.106
C -0.357 -0.330 5.146
C -0.328 -3.189 1.763
C -0.258 -4.559 1.548
C -0.898 -5.142 0.470
C -1.630 -4.362 -0.409
C -1.722 -2.997 -0.200
C -1.073 -2.421 0.879
H 0.031 0.250 2.166
H 1.471 1.240 2.462
H 2.552 -0.570 3.320
H 2.507 -1.279 1.723
H 2.920 -4.049 2.243
H 4.159 -6.009 3.076
H 3.742 -6.846 5.363
H 2.140 -5.670 6.825
H 0.885 -3.726 5.972
H -1.789 -3.317 4.540
H -3.335 -2.485 6.273
H -2.977 -0.255 7.275
H -1.069 1.126 6.544
H 0.488 0.271 4.837
H 0.311 -5.172 2.234
H -0.818 -6.207 0.306
H -2.121 -4.808 -1.261
H -2.277 -2.373 -0.888
H -1.117 -1.351 1.012
*
```

---

Density functional theory data (ωB97M-V/def2-TZVPD) for a molecular structure, C10H30LiN2O4.

maximum force = 0.0402 Eh/bohr
total energy = -816.71483 Eh
E_HOMO = -0.430 Eh
frontier orbital gap = 8.46 eV
ΔE to the lowest compared entry with this formula, charge and spin = 0.000 eV

Structure (ORCA input):
```
! RIJCOSX wB97M-V def2-TZVPD def2/J DEFGRID3
* xyz 1 1
Li 15.804 -9.320 -5.523
C 13.827 -13.457 -8.639
C 13.534 -12.022 -8.974
O 14.523 -11.202 -8.383
H 13.367 -14.228 -9.257
H 13.412 -13.702 -7.662
H 14.887 -13.626 -8.452
H 12.559 -11.730 -8.582
H 13.455 -11.893 -10.054
H 14.895 -10.725 -9.128
O 18.301 -8.383 -6.907
H 18.478 -8.187 -7.827
H 19.155 -8.325 -6.480
C 10.853 -8.011 -4.120
C 12.212 -8.040 -4.793
C 12.617 -6.643 -5.213
O 14.008 -6.608 -5.600
C 14.510 -5.369 -6.019
N 13.187 -8.696 -3.942
H 10.741 -7.253 -3.345
H 10.409 -8.978 -3.882
H 10.098 -7.576 -4.774
H 12.186 -8.827 -5.547
H 12.388 -5.849 -4.503
H 12.042 -6.320 -6.081
H 14.098 -5.281 -7.025
H 15.592 -5.234 -6.020
H 14.216 -4.556 -5.356
H 12.725 -9.593 -3.895
H 13.098 -8.341 -3.001
C 17.137 -13.952 -3.950
C 18.413 -13.070 -3.978
C 19.149 -13.164 -5.370
O 19.585 -14.438 -5.700
C 20.730 -14.847 -4.901
N 17.984 -11.752 -3.510
H 16.622 -14.059 -2.996
H 17.300 -14.946 -4.368
H 16.338 -13.594 -4.599
H 19.139 -13.345 -3.213
H 19.985 -12.477 -5.500
H 18.405 -12.864 -6.109
H 20.591 -14.729 -3.826
H 21.611 -14.236 -5.099
H 21.024 -15.890 -5.026
H 17.403 -11.879 -2.694
H 18.632 -11.116 -3.068
*
```

---

What is the total energy in the second record? -705.43726 Eh

---

maximum force of number 3 (C49H51GeN7O2S2V)? 0.0407 Eh/bohr